No. 1
Molecular formula: C22H10ClCoF5N2O
Method: DFT, ωB97M-V with the def2-TZVPD basis set

XYZ file:
```
42
Properties=species:S:1:pos:R:3:forces:R:3:mulliken_spin:R:1
Co -0.1948 0.3620 0.0593 1.0842 -2.7184 2.5913 1.07
Cl 0.1728 1.2896 -7.0263 0.0485 0.0253 -0.5121 0.00
C -0.0326 1.2901 -5.3176 0.3155 -0.7017 0.4104 0.01
C -0.6673 2.3719 -4.7040 0.0366 -0.2498 0.7743 -0.01
C -0.8284 2.3642 -3.3334 -0.1006 0.3049 -0.4659 0.01
C -0.3672 1.2947 -2.5538 0.6036 -1.2922 0.5467 -0.01
O -0.5269 1.3032 -1.2677 -1.6452 4.0250 -3.7510 0.00
C 0.2869 0.1818 -3.1884 -0.6133 1.1565 0.0860 0.01
C 0.7584 -0.9039 -2.4197 -0.0684 -0.2191 1.5366 -0.01
N 0.6435 -0.9834 -1.1008 -0.3952 1.2826 -2.2669 0.02
C 1.1166 -2.0586 -0.3970 0.8701 -1.7255 0.2155 0.02
C 1.7658 -3.1979 -0.8964 -0.7578 1.4160 0.2043 0.01
C 2.1790 -4.1958 -0.0308 0.1273 -0.4773 1.0084 -0.01
C 1.9666 -4.1011 1.3291 0.1717 -0.2085 -0.5430 0.01
C 1.3215 -2.9788 1.8713 -0.1454 0.3126 -0.1407 -0.01
C 1.0744 -2.8212 3.2500 -0.3311 0.6795 -0.1243 0.02
C 0.4366 -1.6754 3.6727 0.4643 -0.9793 0.3365 -0.01
C 0.0502 -0.7103 2.7581 0.0335 0.2802 -1.5250 0.02
N 0.2606 -0.8185 1.4326 0.1718 -0.8659 2.4755 -0.08
C 0.8936 -1.9474 0.9985 0.2584 -0.5121 0.0112 -0.02
C 0.4354 0.2177 -4.5826 -0.1297 0.3253 -0.3205 -0.01
H -1.0237 3.1974 -5.2979 -0.0359 0.0862 -0.0811 0.00
H -1.3151 3.1843 -2.8248 -0.0075 0.0078 0.0300 0.00
H 1.2407 -1.7111 -2.9619 0.0406 -0.0707 -0.0180 0.00
H 1.9528 -3.3165 -1.9500 -0.0011 0.0366 -0.1455 0.00
H 2.6773 -5.0654 -0.4314 0.0434 -0.0807 -0.0205 0.00
H 2.2914 -4.8832 1.9968 0.0600 -0.1283 0.0450 0.00
H 1.3870 -3.5927 3.9372 0.0067 -0.0345 0.1192 0.00
H 0.2255 -1.5050 4.7153 -0.0116 -0.0091 0.1291 0.00
H -0.4472 0.1830 3.1025 -0.0226 0.0689 -0.1385 0.00
H 0.9225 -0.6062 -5.0793 0.0734 -0.1002 -0.1779 0.00
F -3.0877 0.5604 1.1446 -0.3252 0.0005 0.1362 0.00
C -2.3435 1.5520 1.6765 0.7441 0.2342 -0.0157 -0.03
C -1.0022 1.6181 1.3164 -0.4120 0.8072 -0.0025 0.01
C -0.2782 2.6627 1.8806 -0.5826 -0.4865 -0.1499 -0.03
F 1.0251 2.7724 1.5497 0.1395 0.2650 0.1900 0.00
C -0.8266 3.5748 2.7759 -0.0207 -0.1771 -0.1414 0.00
F -0.0904 4.5575 3.3109 -0.0261 -0.0068 0.0030 0.00
C -2.1689 3.4564 3.1208 0.1373 -0.2254 -0.1591 0.00
F -2.7139 4.3097 3.9941 -0.0001 0.0054 -0.0394 0.00
C -2.9389 2.4388 2.5674 0.1887 -0.0687 -0.1152 0.00
F -4.2308 2.3296 2.9033 0.0127 0.0181 0.0049 0.00
```
Positions in Å, forces in eV/Å.

Calculated values
Gap between HOMO and LUMO (spin up / spin down) in eV: 6.570 / 6.771
Expectation value of S²: 0.768
DFT total energy in eV: -91740.034
2S+1: 2
HOMO energy (spin up / spin down) in eV: -8.06 / -8.25

No. 2
Molecular formula: C5H8KLiO4
Method: DFT, ωB97M-V with the def2-TZVPD basis set

XYZ file:
```
19
Properties=species:S:1:pos:R:3:forces:R:3:mulliken_charge:R:1
O -2.7749 -0.5133 0.4746 -1.8413 0.0453 0.9622 -1.00
C -2.0983 -1.6785 0.0197 0.7139 -0.3659 -0.4484 0.18
C -1.1009 -1.3898 -1.1074 -0.0427 -0.7550 0.0691 -1.06
H -1.5576 -2.1234 0.8836 -0.1286 0.1325 -0.2051 0.09
H -2.8626 -2.4328 -0.2777 0.0748 0.1646 0.0353 0.20
H -1.4820 -1.7292 -2.0887 0.0069 0.1680 0.2409 0.19
H -0.1699 -1.9653 -0.9520 -0.0659 0.1406 0.0368 -0.01
O 1.7479 -0.3787 1.3589 -0.3636 -0.5341 0.3034 -0.30
C 1.8531 0.2871 0.2132 0.0578 2.5787 0.3778 0.72
C 2.4739 -1.6086 1.2779 -0.1528 -0.2221 -0.0028 -0.25
O 1.3196 1.3638 0.0225 0.1664 -1.4268 -0.0764 -0.65
O 2.8091 -0.2146 -0.5588 0.0360 -0.4914 -0.5324 -0.33
C 3.3165 -1.4303 0.0059 0.0087 -0.1714 -0.1151 -0.28
H 1.7453 -2.4249 1.1959 0.2487 0.1630 0.0213 0.25
H 3.0751 -1.7196 2.1857 -0.1647 0.0290 -0.1948 0.27
H 3.1652 -2.2373 -0.7199 0.0834 0.1955 0.2047 0.26
H 4.3848 -1.2971 0.2102 -0.2409 -0.0117 -0.0726 0.27
Li -4.3721 -0.1904 1.0070 0.7283 -0.3258 -0.2069 0.77
K -1.4914 1.1917 -0.4718 0.8758 0.6869 -0.3970 0.67
```
Positions in Å, forces in eV/Å.

Calculated values
Energy relative to the best compared isomer or geometry (same formula, charge and spin) in kJ/mol: 113.6
Gap between HOMO and LUMO in eV: 4.032
DFT total energy in eV: -30032.782
HOMO energy in eV: -4.84

No. 3
Molecular formula: C31H34BiN6O2
Method: DFT, ωB97M-V with the def2-TZVPD basis set

XYZ file:
```
74
Properties=species:S:1:pos:R:3:forces:R:3:mulliken_charge:R:1
Bi 1.1467 -0.3733 1.0192 0.1161 -0.1573 -0.1209 1.85
O 3.2212 -1.0595 1.2790 -0.2400 0.1630 -0.0672 -1.03
C 3.3383 -1.9748 2.2298 0.0821 -0.0557 0.0874 0.51
C 4.0262 -3.1695 1.9618 0.0048 0.0166 -0.0315 -0.58
C 4.1593 -4.1425 2.9272 0.0185 0.0044 0.0494 -0.46
C 3.6341 -3.9671 4.2128 -0.0008 -0.0126 -0.0373 -0.72
C 2.9919 -2.7908 4.5075 0.0338 0.0490 0.0067 -0.76
C 2.8230 -1.7881 3.5348 -0.0228 0.0598 -0.0200 0.35
C 2.2297 -0.5382 3.9509 0.0945 0.0210 -0.0160 0.12
N 1.7736 0.3810 3.1809 -0.0449 0.0961 0.0344 -0.06
C 1.2766 1.6091 3.8091 -0.0551 -0.0494 0.0209 -0.93
C 0.2522 2.3033 2.9256 0.0639 -0.0107 -0.0811 -0.86
N -0.6420 1.3464 2.2808 0.0219 -0.0566 0.0780 0.01
C -1.8726 1.6651 2.2631 -0.0244 0.0091 -0.0117 -0.29
C -2.9992 0.9911 1.6153 0.0884 0.0461 -0.0094 0.60
C -4.2288 1.6566 1.6945 -0.0037 0.0481 -0.0333 -0.78
C -5.3715 1.1658 1.0974 -0.0004 -0.0320 -0.0151 -0.92
C -5.2996 -0.0360 0.4031 -0.0016 0.0127 0.0327 -0.49
C -4.1024 -0.7240 0.3186 0.0091 -0.0177 -0.0439 -0.69
C -2.9507 -0.2188 0.9139 -0.0523 -0.1293 0.0601 0.97
O -1.7852 -0.9141 0.8434 0.0169 -0.0661 0.0087 -0.30
H 4.4543 -3.2980 0.9754 -0.0201 0.0012 0.0114 0.45
H 4.6920 -5.0548 2.6893 -0.0134 0.0053 -0.0046 0.40
H 3.7510 -4.7354 4.9639 0.0056 0.0086 -0.0082 0.42
H 2.6124 -2.6133 5.5076 -0.0084 -0.0065 -0.0121 0.39
H 2.1942 -0.3632 5.0300 -0.0277 -0.0457 0.0064 0.36
H 2.1121 2.2940 3.9640 0.0407 -0.0315 0.0221 0.30
H 0.8557 1.3705 4.7894 -0.0426 -0.0287 -0.0190 0.53
H 0.7795 2.8359 2.1324 -0.0124 -0.0126 -0.0078 0.16
H -0.2917 3.0452 3.5167 -0.0236 0.0050 0.0169 0.60
H -2.1740 2.5913 2.7661 -0.0271 -0.0069 0.0083 0.20
H -4.2701 2.5933 2.2384 -0.0007 -0.0118 -0.0007 0.39
H -6.3056 1.7039 1.1734 0.0092 -0.0007 0.0028 0.43
H -6.1843 -0.4467 -0.0660 0.0133 0.0011 -0.0010 0.43
H -4.0466 -1.6699 -0.2078 0.0013 0.0295 -0.0019 0.43
N -1.5371 -2.8393 -1.3946 0.0355 -0.0684 0.2957 -0.49
C -0.3175 -2.2338 -1.9595 -0.1911 0.1305 0.1567 1.64
C 0.9404 -2.9482 -1.4935 -0.0046 0.0565 0.0010 -1.45
C 2.1716 -2.1703 -1.9494 0.0061 -0.0033 0.1231 0.18
N 2.1993 -0.8486 -1.2779 -0.0620 -0.0630 0.0868 -0.25
C 2.1697 -2.0583 -3.4733 0.0276 -0.1206 -0.0764 -1.46
C 0.8811 -1.4694 -4.0501 -0.0237 0.0367 -0.0274 0.23
N 0.8090 -0.0354 -3.7284 -0.0499 0.0369 0.0187 -0.57
C -0.3489 -2.1770 -3.4797 0.0483 -0.0472 -0.0067 -1.93
H -1.3091 -3.6598 -0.8442 0.0347 -0.1109 -0.1344 0.21
H -2.1724 -3.1462 -2.1214 -0.0383 0.0606 0.0197 0.27
H -1.9274 -1.7210 0.3035 0.0631 0.2017 -0.2902 0.02
H -0.2713 -1.1964 -1.5991 -0.0378 -0.0343 -0.0112 -0.42
H 0.9591 -3.9599 -1.9111 0.0182 -0.0013 0.0098 0.49
H 0.9481 -3.0492 -0.4019 0.0033 -0.0261 -0.0001 0.33
H 3.0666 -2.7109 -1.6403 0.0004 -0.0097 0.0480 0.24
H 1.7724 -0.1487 -1.8838 -0.0288 0.0239 -0.1287 0.28
H 3.1578 -0.5705 -1.0949 0.0004 0.0191 0.0348 0.38
H 2.2905 -3.0670 -3.8782 0.0500 0.0168 -0.0326 0.48
H 3.0314 -1.4769 -3.8119 -0.0107 0.0113 0.0046 0.45
H 0.8938 -1.6410 -5.1316 -0.0317 0.0259 -0.0253 0.38
H -0.0986 0.3411 -3.9764 -0.0074 0.0173 -0.0420 0.22
H 1.4936 0.4837 -4.2659 0.0336 0.0113 -0.0123 0.26
H -0.3862 -3.1983 -3.8725 -0.0151 -0.0002 -0.0059 0.44
H -1.2561 -1.6647 -3.8156 -0.0028 -0.0192 -0.0227 0.49
N -3.8144 6.8714 -3.1629 0.0220 -0.0156 0.0128 -0.45
C -3.0488 6.1217 -2.7493 0.0505 -0.0518 0.0161 -0.11
C -2.0985 5.1716 -2.2286 -0.0639 0.0149 -0.0229 0.53
C -0.8323 5.5953 -1.8346 0.0137 0.0311 -0.0101 -0.71
C 0.0717 4.6839 -1.3189 0.0509 0.0020 -0.0346 -0.39
C -0.2836 3.3412 -1.1981 -0.0390 -0.0636 0.0122 0.34
C -1.5531 2.9196 -1.6079 0.0088 -0.0137 0.0400 -0.33
C -2.4588 3.8291 -2.1170 0.0020 0.0359 -0.0153 -0.81
C 0.5909 2.3762 -0.5962 -0.0242 0.0927 -0.0722 0.68
C 1.2469 1.5460 -0.0060 0.1725 -0.0132 0.1576 -1.26
H -0.5653 6.6386 -1.9323 0.0121 -0.0069 0.0105 0.48
H 1.0568 5.0080 -1.0113 -0.0157 0.0027 0.0166 0.53
H -1.8246 1.8767 -1.5019 -0.0144 0.0052 -0.0017 0.58
H -3.4461 3.5126 -2.4249 0.0090 -0.0085 0.0043 0.49
```
Positions in Å, forces in eV/Å.

Calculated values
Energy relative to the best compared isomer or geometry (same formula, charge and spin) in kJ/mol: 41.2
Gap between HOMO and LUMO in eV: 8.333
Total charge: +1
DFT total energy in eV: -51567.961
HOMO energy in eV: -10.93

- Look up the DFT total energy of the second one.
  -30032.782 eV

- Which of these has the highest DFT total energy?
  C5H8KLiO4